Record 1
21
Properties=species:S:1:pos:R:3:forces:R:3:lowdin_charge:R:1 method="wB97M-V/def2-TZVPD" spin_multiplicity=1 max_force_ev_per_a=3.074 orbital_gap_ev=10.9 lumo_ha=0.0123 homo_energy_ev=-10.54 charge=0
O 0.67843 -0.49266 0.63189 1.554 0.714 -2.192 -0.020
H 0.48137 0.38914 0.27451 0.054 -0.493 0.306 0.050
H 0.08374 -0.63533 1.31679 -1.638 -0.105 1.920 -0.026
O 4.26185 -1.28922 -0.89229 -0.769 -0.409 -1.239 -0.042
H 4.27904 -1.02454 -1.82080 -0.892 -0.059 -0.111 0.041
H 5.18480 -1.22264 -0.76974 1.791 -0.194 1.099 0.002
O -1.78750 3.04599 2.77840 -1.225 -0.552 -0.241 -0.075
H -1.63458 3.88259 3.21406 -0.041 0.287 0.152 0.021
H -2.76918 2.93790 2.74161 1.276 0.244 0.073 0.055
O 4.02789 1.06762 0.14425 -2.483 1.775 0.370 -0.070
H 3.55499 1.93431 -0.01812 0.973 -1.440 0.352 0.070
H 4.90866 1.20670 -0.13481 1.426 0.347 -0.480 -0.002
O -3.68460 -2.49437 -1.46462 0.766 -0.154 0.099 -0.066
H -3.87662 -2.29851 -0.54214 -0.055 0.060 -0.071 0.020
H -2.71824 -2.64297 -1.48132 -0.686 0.115 -0.025 0.046
O -2.20366 3.15582 -2.58523 -2.434 0.253 0.252 -0.023
H -2.52416 3.26872 -3.47999 -0.471 0.049 -0.183 0.036
H -1.30223 3.07458 -2.72546 2.903 -0.302 -0.067 -0.013
O -1.34933 -3.36728 1.44633 2.746 -0.198 0.656 -0.031
H -0.96547 -2.51922 1.74122 -1.046 -0.675 -0.454 0.039
H -2.24680 -3.35797 1.21428 -1.749 0.736 -0.216 -0.011

---

Record 2
21
Properties=species:S:1:pos:R:3:forces:R:3:lowdin_charge:R:1 method="wB97M-V/def2-TZVPD" spin_multiplicity=1 max_force_ev_per_a=13.977 orbital_gap_ev=10.7 lumo_ha=0.0034 homo_energy_ev=-10.66 charge=0
O 4.24000 32.84900 17.50300 7.868 10.149 -5.516 0.074
H 5.07600 32.64400 17.85100 1.476 -0.458 0.675 0.032
H 3.70000 32.31000 17.76800 -9.032 -9.347 4.762 -0.177
O 4.56400 28.97700 19.80100 4.218 -2.576 -0.884 -0.040
H 3.85700 29.45500 19.55500 -4.740 3.054 -0.375 -0.102
H 4.83700 28.90300 18.84800 0.592 -0.609 1.274 0.064
O -0.27300 30.18800 20.09100 -6.880 -3.260 -4.611 -0.087
H 0.41000 30.27200 20.67800 1.473 1.019 1.599 -0.239
H -0.33600 29.15500 20.12900 -0.239 2.931 -0.584 0.100
O 1.51500 29.96800 21.17100 2.066 -5.855 1.386 0.104
H 1.30600 29.48800 21.97300 0.523 0.181 0.483 0.123
H 1.91200 30.73400 21.32100 3.192 5.045 1.766 0.029
O 2.85300 30.78300 18.44600 3.534 -0.238 0.326 0.029
H 2.14700 30.98800 18.97300 -3.061 0.675 1.913 0.007
H 2.52500 30.59900 17.60300 -1.016 -0.699 -2.223 -0.001
O 1.15400 30.19800 16.04500 -1.882 2.406 -0.591 -0.105
H 0.58200 31.04800 15.81100 1.580 -3.041 0.876 0.160
H 0.59400 29.48100 16.39700 -0.506 0.971 -0.156 0.073
O 3.00000 28.30800 16.52000 -2.199 1.487 -2.170 -0.117
H 2.20600 28.93300 16.22500 2.921 -1.771 1.046 0.024
H 3.29400 28.07100 15.61100 0.109 -0.064 1.002 0.048

---

Record 3
21
Properties=species:S:1:pos:R:3:forces:R:3:lowdin_charge:R:1 method="wB97M-V/def2-TZVPD" spin_multiplicity=1 max_force_ev_per_a=1.996 orbital_gap_ev=9.9 lumo_ha=0.0025 homo_energy_ev=-9.81 charge=0
O -0.33316 -0.01372 1.28490 -0.571 -0.070 -0.069 -0.057
H -0.38354 0.61185 0.55338 0.143 -0.047 0.015 0.028
H -0.80530 -0.78979 0.96273 -0.183 0.034 0.078 0.034
O 1.10587 -2.71284 1.93517 1.400 0.150 -0.097 -0.084
H 0.73632 -1.85059 2.15639 0.277 0.154 -0.122 0.012
H 0.68738 -2.93930 1.09698 0.178 0.289 0.476 0.019
O 2.35398 -0.33723 1.14131 0.802 0.203 -0.144 -0.065
H 2.64055 0.58301 1.13670 -0.067 -0.047 0.045 0.044
H 2.11208 -0.51212 0.22486 -0.137 0.075 0.313 -0.002
O 0.07351 2.72557 -3.23783 -0.306 0.144 0.080 -0.061
H -0.62646 3.38516 -3.30082 0.191 0.011 -0.130 0.023
H -0.34834 1.97690 -2.80133 0.224 -0.162 0.041 0.012
O -3.18629 3.49670 -1.07565 0.215 0.047 -0.076 -0.054
H -2.67276 3.57960 -1.88707 -0.146 -0.004 0.086 0.014
H -2.66443 3.97067 -0.41838 -0.082 -0.044 0.013 0.039
O 1.02846 0.41736 -1.61032 0.106 -0.192 0.065 -0.042
H 1.19632 -0.52261 -1.74171 -0.140 0.016 -0.146 0.054
H 1.89611 0.82611 -1.70577 -0.090 0.182 -0.139 0.060
O -1.06977 -3.59794 1.78212 -1.784 -0.836 -0.319 -0.076
H -0.86265 -3.82308 2.69612 0.179 0.178 -0.157 0.056
H -0.68606 -4.31889 1.27028 -0.210 -0.082 0.187 0.046

---

Record 4
21
Properties=species:S:1:pos:R:3:forces:R:3:lowdin_charge:R:1 method="wB97M-V/def2-TZVPD" spin_multiplicity=1 max_force_ev_per_a=3.196 orbital_gap_ev=10.4 lumo_ha=0.0042 homo_energy_ev=-10.29 charge=0
O -1.44043 -2.38600 0.79681 0.939 0.872 1.328 -0.046
H -1.68743 -1.45500 0.90281 0.413 0.105 0.715 -0.007
H -2.06543 -2.52300 0.12681 -1.258 -1.317 -1.844 -0.001
O -1.02743 2.85400 0.28181 0.342 -1.277 -0.706 -0.040
H -1.30343 3.73300 0.47781 -0.185 1.020 0.050 0.035
H -0.58143 2.84900 -0.58719 -0.330 0.209 0.603 0.077
O -2.88543 -0.15200 0.28881 -0.356 -1.084 -0.333 -0.014
H -2.81143 0.75100 0.51181 0.518 1.886 0.264 0.019
H -3.80743 -0.33000 0.48281 -0.229 -0.374 -0.018 0.069
O 0.10557 -1.23000 -1.59519 0.358 -0.007 -1.522 -0.048
H 0.73657 -1.60700 -0.98519 -0.027 -0.250 0.590 -0.020
H -0.66243 -0.96000 -1.11619 -0.488 0.063 0.604 -0.017
O 2.20557 -1.93700 0.29581 -0.809 1.421 -0.130 -0.006
H 2.78857 -1.63200 -0.39219 0.472 0.521 -0.414 0.055
H 2.50357 -2.79800 0.48281 0.398 -1.778 0.507 0.033
O 3.00457 1.46700 -0.95919 -0.159 0.696 0.636 -0.091
H 3.44257 2.19200 -0.48319 0.087 -0.378 -0.377 0.033
H 2.16357 1.40500 -0.46019 0.204 -0.442 -0.326 -0.015
O 0.76557 0.75000 0.50381 -1.494 2.805 0.336 -0.049
H 0.66757 -0.15200 0.68381 0.117 -2.324 0.362 -0.014
H -0.11143 1.16100 0.74281 1.486 -0.366 -0.325 0.047

---

Record 5
21
Properties=species:S:1:pos:R:3:forces:R:3:lowdin_charge:R:1 method="wB97M-V/def2-TZVPD" spin_multiplicity=1 max_force_ev_per_a=2.400 orbital_gap_ev=10.9 lumo_ha=0.0025 homo_energy_ev=-10.83 charge=0
O -1.38862 -3.03319 -2.60648 -1.077 -0.593 -0.414 -0.089
H -1.20062 -2.09219 -2.49748 -0.395 -0.028 -0.283 -0.020
H -2.29562 -3.12819 -2.99848 1.440 0.455 0.594 0.058
O 0.52038 1.00781 2.85952 -1.239 0.798 1.894 -0.045
H 0.49038 1.45981 3.74652 0.188 -0.692 -1.488 0.094
H 1.42538 0.98581 2.59652 1.224 -0.105 -0.218 0.030
O 0.92138 0.28481 -0.57548 0.716 0.358 -1.387 -0.060
H 0.34538 0.10881 -1.34248 0.447 0.040 0.230 0.039
H 0.32838 0.13081 0.13552 -1.106 -0.541 1.314 -0.036
O 2.97338 -0.77819 1.04752 0.875 0.790 1.216 -0.036
H 2.77338 -1.65119 0.77352 -0.237 -1.317 -0.380 0.016
H 2.35038 -0.24419 0.57352 -0.491 0.515 -0.896 -0.029
O 0.75238 3.17281 -0.40348 0.621 -1.089 1.396 -0.055
H 0.09538 3.49181 -0.98448 -1.106 0.614 -0.986 -0.002
H 0.41138 2.30681 -0.08448 0.594 0.725 -0.496 0.017
O -1.07162 -0.33819 1.23352 -1.110 -1.460 0.453 -0.066
H -0.73262 -0.18619 2.12052 0.704 1.019 0.255 0.016
H -1.51962 -1.18419 1.43152 0.096 0.301 -0.783 0.079
O -1.47462 -0.30219 -1.88148 0.260 -0.452 -0.157 -0.030
H -1.84362 -0.54519 -1.02948 -0.066 0.105 0.311 0.051
H -1.86062 0.53381 -2.11448 -0.339 0.557 -0.178 0.068

---

Record 6
21
Properties=species:S:1:pos:R:3:forces:R:3:mulliken_spin:R:1 method="wB97M-V/def2-TZVPD" spin_multiplicity=2 max_force_ev_per_a=2.549 orbital_gap_ev="10.1 / 2.9" lumo_ha="-0.1307 / -0.3964" homo_energy_ev="-13.65 / -13.65" charge=+1
O -0.15595 3.79148 0.27223 0.944 -0.045 -0.094 0.061
H -0.96442 4.28699 0.40288 -0.264 0.181 -0.080 -0.002
H -0.42546 2.87448 0.32411 -0.552 -0.075 0.110 -0.002
O 1.36990 -4.30090 0.85795 0.258 -0.054 -0.356 0.000
H 0.72529 -3.67101 1.18037 -0.313 -0.019 0.154 0.000
H 2.00330 -4.38237 1.57098 0.232 -0.163 0.116 0.000
O 0.24992 0.74822 -3.03007 0.409 0.945 0.695 0.252
H 0.00722 -0.04165 -2.54693 -0.350 -0.749 0.356 -0.010
H 1.13428 0.57120 -3.35069 0.515 -0.195 -0.709 -0.007
O -2.11144 1.77487 0.04397 0.470 -0.376 0.088 0.000
H -2.36986 1.42470 0.89652 -0.220 -0.036 0.345 0.000
H -2.93858 1.93613 -0.40995 -0.241 0.104 -0.312 0.000
O -0.48490 -2.48141 1.87553 0.052 0.528 -0.246 0.000
H -1.41099 -2.35862 1.66696 -0.395 -0.219 -0.132 0.000
H -0.43152 -2.34333 2.82121 0.153 -0.030 0.415 0.000
O 0.47598 -0.60931 -0.17751 0.447 0.923 -0.875 0.008
H 0.42777 -1.30861 0.47433 0.118 -0.710 0.559 -0.001
H -0.19933 0.01441 0.08928 -0.547 0.176 0.122 0.000
O 2.05704 1.50829 -0.93934 1.348 0.936 -0.753 0.733
H 1.27878 1.94659 -1.28347 -1.281 1.106 -0.364 -0.022
H 1.76297 0.61984 -0.73834 -0.783 -2.227 0.962 -0.011

---

For reference, energy above the lowest of the compared OMol25 structures with the same formula, charge and spin by record: 74.36 128.47 64.69 41.13 37.09 17.39 kcal/mol.
For reference, E by record: -14558.237 -14555.890 -14558.656 -14559.678 -14559.853 -14549.254 eV.